C15H25N3O4 | ωB97M-V/def2-TZVPD

Properties
Energy relative to the best compared isomer or geometry (same formula, charge and spin) ... 162.91 kJ/mol
HOMO energy ... -9.1 eV
E ... -1051.82987 a.u.
SMILES ... N[C@@H](Cc1ccccc1)C(=O)O.NCCCC[C@H](N)C(=O)O
LUMO energy ... 0.0149 Ha
HOMO-LUMO gap ... 9.5 eV

CARTESIAN COORDINATES (ANGSTROEM)
1 N -4.088 -1.152 1.578
2 C -4.235 -1.252 0.141
3 C -3.024 -0.760 -0.700
4 C -2.716 0.694 -0.442
5 C -1.753 1.068 0.497
6 C -1.504 2.411 0.769
7 C -2.219 3.401 0.103
8 C -3.183 3.040 -0.836
9 C -3.428 1.698 -1.104
10 C -4.461 -2.708 -0.206
11 O -4.021 -3.642 0.421
12 O -5.156 -2.860 -1.348
13 H -3.718 -0.241 1.831
14 H -3.440 -1.866 1.899
15 H -5.118 -0.684 -0.172
16 H -3.243 -0.917 -1.763
17 H -2.156 -1.383 -0.447
18 H -1.182 0.297 1.013
19 H -0.747 2.683 1.497
20 H -2.024 4.450 0.311
21 H -3.742 3.806 -1.364
22 H -4.180 1.422 -1.841
23 H -5.198 -3.817 -1.514
24 N 0.855 0.771 -1.204
25 C 0.658 -0.280 -0.216
26 C 1.208 -0.007 1.196
27 C 2.682 0.403 1.215
28 C 3.647 -0.689 0.726
29 C 4.761 -0.123 -0.172
30 N 4.183 0.374 -1.411
31 C 5.823 -1.198 -0.427
32 O 5.960 -1.754 -1.484
33 O 6.597 -1.530 0.629
34 H 0.500 1.657 -0.851
35 H 1.850 0.897 -1.383
36 H -0.415 -0.487 -0.136
37 H 1.105 -1.196 -0.622
38 H 1.052 -0.898 1.823
39 H 0.618 0.798 1.652
40 H 2.799 1.286 0.577
41 H 2.964 0.714 2.229
42 H 4.079 -1.228 1.580
43 H 3.117 -1.447 0.134
44 H 5.238 0.720 0.348
45 H 4.865 0.942 -1.904
46 H 4.026 -0.429 -2.017
47 H 6.366 -0.985 1.395

Forces on atoms 1 to 6 (eV/Å):
0.208 0.077 0.025
-0.090 0.007 -0.075
0.046 -0.035 -0.038
-0.072 0.140 0.058
-0.577 0.216 0.363
-0.148 -0.046 -0.095

=====

C15H25N5O4 | ωB97M-V/def2-TZVPD

Properties
Energy relative to the best compared isomer or geometry (same formula, charge and spin) ... 371.67 kJ/mol
HOMO energy ... -9.3 eV
E ... -1161.23996 a.u.
SMILES ... [H]/N=C(/N)NCCC[C@H](N)C(=O)O.N[C@@H](Cc1ccccc1)C(=O)O
LUMO energy ... 0.0086 Ha
HOMO-LUMO gap ... 9.5 eV

CARTESIAN COORDINATES (ANGSTROEM)
1 H 2.615 3.313 -1.437
2 N 2.153 3.918 -0.849
3 C 1.893 3.369 0.265
4 N 1.399 4.134 1.320
5 N 1.976 2.026 0.640
6 C 2.311 1.080 -0.405
7 C 2.286 -0.310 0.178
8 C 2.869 -1.541 -0.647
9 C 4.393 -1.457 -1.092
10 N 5.019 -2.627 -1.784
11 C 5.449 -0.897 0.011
12 O 5.298 -0.056 0.897
13 O 6.561 -1.556 -0.072
14 H 0.497 3.832 1.510
15 H 1.424 5.056 1.095
16 H 2.537 1.967 1.364
17 H 1.657 1.177 -1.224
18 H 3.375 1.358 -0.795
19 H 2.853 -0.227 1.142
20 H 1.276 -0.497 0.406
21 H 2.298 -1.576 -1.643
22 H 2.594 -2.399 -0.150
23 H 4.475 -0.513 -1.793
24 H 4.440 -3.515 -1.609
25 H 5.170 -2.597 -2.721
26 H 6.376 -2.205 -0.742
27 N -4.347 1.509 -2.304
28 C -4.037 0.245 -1.553
29 C -3.682 0.772 -0.153
30 C -3.123 -0.202 0.849
31 C -1.802 -0.665 0.672
32 C -1.306 -1.573 1.591
33 C -1.928 -1.642 2.866
34 C -3.249 -1.184 3.000
35 C -3.883 -0.479 1.949
36 C -5.224 -0.749 -1.427
37 O -6.422 -0.501 -1.523
38 O -4.757 -1.879 -0.823
39 H -4.587 1.186 -3.344
40 H -5.235 1.798 -1.968
41 H -3.287 -0.210 -2.069
42 H -4.534 1.267 0.179
43 H -2.817 1.516 -0.339
44 H -1.406 -0.565 -0.263
45 H -0.215 -2.130 1.387
46 H -1.532 -2.213 3.729
47 H -3.702 -1.322 3.919
48 H -4.982 -0.124 2.023
49 H -3.934 -1.755 -0.290

Forces on atoms 1 to 6 (eV/Å):
1.221 -1.688 -1.827
-0.931 1.428 1.513
-0.355 0.389 -0.060
1.616 -2.425 0.302
-3.353 0.533 -4.824
3.298 0.484 0.002

=====

C15H25NO6 | ωB97M-V/def2-TZVPD

Properties
Energy relative to the best compared isomer or geometry (same formula, charge and spin) ... 758.64 kJ/mol
HOMO energy (spin up / spin down) ... -9.8 / -8.9 eV
E ... -1092.32850 a.u.
LUMO energy (spin up / spin down) ... -0.0424 / -0.1384 Ha
HOMO-LUMO gap (spin up / spin down) ... 8.7 / 5.2 eV

CARTESIAN COORDINATES (ANGSTROEM)
1 N 1.962 -1.684 -3.212
2 O 2.391 -0.552 -2.839
3 O 1.024 -2.237 -2.509
4 O 2.407 -2.269 -4.219
5 C -0.908 3.583 1.296
6 C -0.044 2.824 0.299
7 C -0.837 2.503 -0.994
8 C -1.212 1.118 -0.410
9 C -0.059 1.305 0.643
10 C 1.255 0.610 0.387
11 C 1.274 -0.904 0.413
12 C 0.479 -1.644 1.499
13 C -0.747 -2.432 0.891
14 C -2.001 -1.646 0.559
15 C -2.146 -1.221 -0.899
16 C -1.228 -0.091 -1.284
17 C -0.487 -0.233 -2.404
18 O -0.145 -3.188 -0.207
19 O -0.913 -3.437 -1.288
20 C 1.371 -2.718 2.123
21 O 0.104 -0.680 2.476
22 C 1.315 3.474 0.118
23 H -0.419 3.605 2.279
24 H -1.047 4.618 0.958
25 H -1.896 3.118 1.410
26 H -1.694 3.159 -1.178
27 H -0.191 2.422 -1.876
28 H -2.172 1.179 0.133
29 H -0.392 1.101 1.666
30 H 1.659 0.891 -0.600
31 H 1.971 0.966 1.145
32 H 1.032 -1.304 -0.585
33 H 2.324 -1.201 0.559
34 H -1.011 -3.194 1.641
35 H -2.836 -2.316 0.797
36 H -2.089 -0.790 1.240
37 H -1.846 -2.134 -1.465
38 H -3.197 -0.939 -1.092
39 H -0.721 -1.053 -3.074
40 H 0.272 0.488 -2.689
41 H 1.688 -3.428 1.352
42 H 2.262 -2.255 2.564
43 H 0.840 -3.263 2.912
44 H -0.353 -1.109 3.218
45 H 1.904 3.005 -0.679
46 H 1.176 4.533 -0.131
47 H 1.880 3.418 1.058

Forces on atoms 1 to 6 (eV/Å):
1.784 1.536 -0.895
-0.875 -2.190 -0.617
0.370 0.487 -0.836
-1.101 0.616 2.032
0.114 0.287 -0.002
-0.084 -0.345 -0.222

=====

C15H26BBr7CsKMgN5Na2O13S2 | ωB97M-V/def2-TZVPD

Properties
Total charge ... +1
HOMO energy ... -8.3 eV
E ... -21822.23701 a.u.
LUMO energy ... -0.2587 Ha
HOMO-LUMO gap ... 1.3 eV

CARTESIAN COORDINATES (ANGSTROEM)
1 C 1.761 -3.732 1.918
2 C 2.967 -3.299 1.051
3 C 2.525 -2.505 -0.208
4 O 1.212 -1.979 0.009
5 C 0.759 -1.023 -0.934
6 C 1.330 -1.249 -2.280
7 N 1.965 -1.521 -3.198
8 B 1.251 0.465 -0.490
9 O 0.902 1.637 -1.050
10 N 2.229 0.569 0.644
11 C 1.706 1.521 1.656
12 C 3.514 1.160 0.170
13 C -0.860 -1.210 -1.066
14 Br -1.326 -2.962 -0.226
15 C -1.255 -1.381 -2.458
16 N -1.532 -1.563 -3.557
17 C -1.724 -0.078 -0.486
18 C -3.240 -0.432 -0.482
19 C -3.847 -0.424 0.946
20 C -4.058 -1.793 1.557
21 N -4.703 -1.588 2.882
22 H 1.401 -2.853 2.453
23 H 2.057 -4.472 2.662
24 H 0.945 -4.187 1.321
25 H 3.646 -2.725 1.678
26 H 3.421 -4.228 0.700
27 H 3.253 -1.714 -0.384
28 H 2.519 -3.220 -1.028
29 H 0.386 1.625 -1.880
30 H 0.642 1.238 1.824
31 H 1.770 2.551 1.272
32 H 2.288 1.486 2.598
33 H 3.410 1.730 -0.757
34 H 3.910 1.842 0.923
35 H 4.276 0.396 0.021
36 H -1.630 0.790 -1.192
37 H -1.492 0.161 0.587
38 H -3.785 0.332 -1.039
39 H -3.423 -1.366 -1.005
40 H -4.808 0.090 0.911
41 H -3.225 0.149 1.660
42 H -4.707 -2.436 0.968
43 H -3.118 -2.316 1.744
44 H -4.156 -0.907 3.404
45 H -4.603 -2.443 3.423
46 K 0.751 -0.517 2.919
47 O -0.190 4.663 -1.090
48 S 1.018 5.111 -1.857
49 O 1.283 4.224 -2.966
50 O 2.205 5.014 -0.900
51 O 0.889 6.506 -2.245
52 C 1.597 8.166 1.479
53 Br 2.490 8.577 -0.154
54 Br 0.002 7.090 1.183
55 Br 2.805 7.336 2.775
56 H 1.268 9.101 1.912
57 Mg -0.038 -5.654 0.779
58 O -6.704 -6.190 1.177
59 S -6.074 -4.988 1.728
60 O -4.644 -4.929 1.382
61 O -6.205 -5.027 3.188
62 O -6.736 -3.805 1.169
63 Cs 1.969 4.775 0.931
64 C 4.848 -4.609 -3.133
65 Br 5.401 -2.797 -2.790
66 Br 6.256 -5.645 -3.920
67 Br 4.171 -5.451 -1.527
68 H 4.033 -4.572 -3.842
69 N -1.946 3.967 -4.047
70 O -2.541 4.548 -3.123
71 O -1.365 2.889 -3.811
72 O -1.951 4.427 -5.185
73 Na -1.588 2.104 0.380
74 Na 0.443 7.550 4.322

Forces on atoms 1 to 6 (eV/Å):
0.780 0.283 -0.049
-1.322 -0.372 -0.199
0.608 -0.636 1.019
0.216 0.546 -0.061
-0.940 0.031 -0.425
0.580 -0.418 0.386